Entry 1:
Here is a 3-piece molecular cluster, C15H25BrF2O7 overall at a distorted geometry from OMol25. Energies are from ωB97M-V with the def2-TZVPD basis set.

XYZ file:
```
50
Properties=species:S:1:pos:R:3:forces:R:3:mulliken_charge:R:1
Br 5.7804 -0.2881 -0.7189 -1.0 -0.5 -0.4 -0.15
F 0.5431 -4.6798 -1.7832 -1.0 2.6 1.3 -0.29
F 1.7631 0.6303 1.2381 -0.6 -1.5 -1.2 -0.37
O 3.0468 4.3692 3.8820 0.2 0.0 0.1 -0.52
O -4.1345 1.6420 -1.9414 0.2 0.0 0.0 -0.55
O 2.3847 0.7632 -2.0756 -3.0 -1.2 3.7 -0.56
O -1.1597 -3.8303 -0.4845 4.5 0.9 -2.6 -0.42
O 0.2142 0.7502 -1.1201 1.6 -1.1 -0.9 -0.40
O -3.7785 -0.4403 1.1993 4.5 -2.7 -0.9 -0.54
O -2.1233 -1.9871 1.7628 -0.1 1.6 -1.1 -0.47
C 4.1560 -1.4617 -0.7525 0.1 -2.2 0.8 -0.03
C -6.1098 0.9668 -3.1492 0.0 -0.1 -0.1 -1.18
C -2.6814 -0.9980 0.9067 -3.6 2.4 0.4 0.51
C 0.5062 -1.2855 0.1414 0.7 2.0 0.1 -0.20
C -0.5218 -0.0554 -0.1554 -0.4 0.0 1.7 -0.25
C 1.6280 0.4322 -1.1491 0.2 0.8 -1.5 0.07
C 1.8469 -0.4045 0.2018 0.8 0.6 -0.1 1.30
C 1.0771 3.6821 2.6739 -0.1 -0.1 -0.1 -0.87
C 1.8407 3.6221 3.9820 -0.1 0.4 -0.2 -0.31
C -0.1092 -3.5940 -1.0937 -2.7 -0.8 1.6 0.31
C -2.0165 -0.5328 -0.4888 0.5 -0.6 -0.6 0.29
C -5.3462 0.9003 -1.8414 -0.2 0.3 -0.2 -0.06
C 3.2519 -1.1006 0.5218 -0.6 0.0 0.0 -1.37
C 4.6950 -2.9885 -0.5522 -0.5 0.7 -0.1 -1.09
C 0.5961 -2.1523 -1.2059 0.3 -1.6 -0.7 -0.67
H 0.8322 4.7166 2.4157 -0.1 0.0 0.1 0.43
H -6.3491 2.0031 -3.4054 -0.1 0.0 0.1 0.33
H 3.0122 -2.0454 1.1483 0.4 1.3 -1.2 0.27
H 5.4131 -3.2905 -1.4005 -1.1 0.5 1.5 0.36
H 1.6787 -2.3372 -1.5699 -1.7 0.3 0.8 0.13
H -1.4500 -1.6091 2.3713 -0.7 -0.1 -0.6 0.38
H -7.0397 0.3967 -3.0874 0.0 0.1 0.0 0.33
H 0.0788 -1.6186 -2.0910 0.7 -0.8 1.5 0.54
H -2.0424 -1.3919 -1.2622 0.1 1.1 1.4 0.32
H 1.6845 3.2850 1.8566 0.0 -0.1 0.1 0.21
H 0.4014 -1.8055 1.1497 -0.2 0.3 -1.8 0.73
H -5.0904 -0.1336 -1.6001 0.1 0.2 0.1 0.27
H 1.2421 4.0293 4.8032 -0.1 -0.2 0.0 0.27
H 0.1501 3.1065 2.7364 0.0 0.1 -0.1 0.23
H 3.8163 -0.3962 1.2353 -0.9 -1.0 -1.3 0.53
H -0.6885 0.6990 0.7061 0.6 -1.6 -0.8 0.23
H -5.5047 0.5678 -3.9675 0.0 0.0 0.1 0.31
H 5.1910 -3.0222 0.4793 -0.5 -0.2 -1.6 0.36
H 3.7775 -3.6948 -0.5583 1.5 1.1 0.0 0.25
H 2.1022 2.5900 4.2251 0.1 0.1 0.0 0.27
H 3.6148 -1.4525 -1.7546 0.9 0.7 1.4 0.45
H 2.8079 5.2825 3.6759 0.1 -0.2 0.0 0.30
H -4.3684 2.5569 -2.1457 0.1 -0.2 0.1 0.30
H -2.6774 0.2955 -0.9386 1.2 -1.1 1.1 -0.26
H -5.9417 1.3091 -1.0196 -0.1 -0.2 0.0 0.25
```
Forces are in eV/Å.

Results
Molecular weight   435.3 Da
Net charge   0
Structure (SMILES)   C[C@H](Br)C[C@@]1(F)C(=O)O[C@@H](CC(=O)O)[C@H]1CC(=O)F.CCO.CCO
Total energy   -105766.989 eV
HOMO energy   -0.378 hartree
LUMO energy   0.134 eV


Entry 2:
Here is a 2-piece molecular cluster, C15H25IN3O8S overall at a distorted geometry from OMol25. Energies are from ωB97M-V with the def2-TZVPD basis set.

XYZ file:
```
53
Properties=species:S:1:pos:R:3:forces:R:3:mulliken_charge:R:1
I -1.2379 0.6359 4.7298 0.3 -0.5 -0.7 -0.04
S -2.7422 2.6479 1.7403 0.2 -0.3 0.6 -0.20
O 2.6161 -4.6526 -0.2710 -0.1 0.0 0.2 -0.66
O -5.6703 -0.5541 0.3480 4.3 2.5 -0.8 -0.64
O 4.2578 1.2776 -0.1170 1.2 -1.2 0.5 -0.26
O -3.1308 2.3089 -2.1662 -3.5 1.5 -1.3 -0.33
O 1.9979 -4.4737 -2.3333 -0.2 0.0 -0.2 -0.65
O 4.0923 -4.3517 -1.8180 0.1 0.1 -0.1 -0.67
O -1.4077 -0.5495 -1.3778 -0.4 -1.5 0.9 -0.38
O 2.2010 -1.3827 -1.4405 -0.4 1.9 -0.8 -0.21
N -5.3284 3.0858 -3.4203 5.8 -2.1 2.6 -0.50
N 2.9027 -4.4935 -1.4740 0.0 0.1 0.1 1.01
N -4.8338 1.2800 -0.8914 1.4 -1.4 3.1 -0.30
C -2.5901 -1.0614 -0.7125 -0.2 -0.1 -0.6 -0.87
C -2.6254 1.4712 0.3038 0.2 0.1 -1.2 -0.12
C -0.2069 -1.2706 -0.9855 0.9 -0.7 -0.3 0.35
C -4.2933 2.7018 -2.9076 -1.9 1.1 -0.5 0.50
C -3.1083 -0.7002 1.9832 -0.2 -0.9 -1.0 -0.73
C -3.0922 -0.0662 0.4914 -2.3 0.5 -0.6 1.26
C 5.5556 3.1724 0.7890 -0.2 -0.7 0.1 -0.90
C -0.6063 -0.5809 3.0334 1.2 -1.7 -1.3 -0.93
C 4.1975 -0.1569 -0.4316 -0.2 -0.5 0.0 -0.43
C -4.6534 0.1429 0.0392 -3.3 -1.2 0.1 -0.40
C 3.2053 -0.3770 -1.7080 1.7 -0.2 0.3 -0.41
C 5.3405 1.5521 0.8098 -0.1 1.4 0.5 -0.30
C -1.7637 -1.4867 2.3807 -0.1 0.1 0.8 -0.50
C 0.9559 -1.1189 -2.1212 -1.4 -0.3 0.5 -0.62
C -3.6210 2.1548 -0.7918 -2.5 -0.5 1.5 0.07
H -3.9564 2.5228 2.4032 0.7 -0.5 -1.0 0.17
H 5.2799 -0.4830 -0.6608 -1.7 0.3 0.2 0.31
H -3.9550 -1.4965 1.9646 1.3 1.4 -0.1 0.34
H 0.1300 -0.8667 0.0415 -0.1 -0.7 -1.6 -0.26
H 6.3184 0.9943 0.5610 -1.5 0.7 0.1 0.28
H -0.4123 -2.4102 -0.9284 0.3 1.8 0.2 0.29
H 5.3602 3.5843 -0.2767 0.3 -0.8 1.8 0.25
H 3.8310 -0.7585 0.4878 0.4 0.9 -1.5 0.26
H -1.5184 1.6038 -0.0115 -1.9 -0.4 0.5 0.22
H -4.0508 3.1035 -0.2788 1.5 -0.9 -1.7 0.40
H 0.1897 -1.3174 3.4477 -1.4 1.4 -0.5 0.54
H -5.7471 1.7338 -0.6805 1.0 -0.5 -0.5 0.32
H 6.6214 3.4601 1.1230 -1.7 -0.5 -0.5 0.29
H -2.4618 -2.1515 -0.3336 0.0 1.9 -0.4 0.41
H 4.7991 3.6191 1.5301 1.2 -0.5 -1.3 0.23
H 0.7436 -1.8994 -2.9535 0.6 1.2 1.5 0.23
H -3.4072 -1.1339 -1.5360 1.3 0.4 1.4 0.36
H -1.2978 -2.0558 1.4842 -0.8 1.1 1.4 0.29
H -2.0407 -2.3111 3.1502 0.4 1.5 -1.2 0.36
H -0.0432 0.0283 2.2218 -1.2 -0.6 1.6 0.26
H 3.8659 -0.7949 -2.5653 -1.1 1.0 1.2 0.17
H 0.8699 -0.0787 -2.5936 0.4 -1.3 0.8 0.31
H -3.4460 0.0925 2.7366 0.8 -1.1 -1.0 0.27
H 5.0226 1.2647 1.8837 0.5 0.2 -1.6 0.25
H 2.7770 0.6614 -1.9437 0.5 -1.5 0.2 0.29
```
Forces are in eV/Å.

Results
Molecular weight   534.3 Da
Net charge   -1
Total energy   -55738.105 eV
HOMO energy   -0.160 hartree
LUMO energy   1.647 eV


Entry 3:
Here is C15H25IrN3O4Si as an isolated structure at a distorted geometry from OMol25. Energies are from ωB97M-V with the def2-TZVPD basis set.

XYZ file:
```
49
Properties=species:S:1:pos:R:3:forces:R:3:mulliken_charge:R:1
Ir -0.0802 -0.3206 -0.5302 -0.1 -1.4 -0.5 1.54
Si -1.7069 2.2353 -2.3434 -1.7 1.7 -3.5 0.24
O 1.2633 -0.0389 1.2545 -1.5 0.9 -0.5 -0.62
O 0.0740 -1.3019 -2.6236 -0.5 1.5 0.8 -0.93
O 1.6308 -1.8127 0.0632 -1.8 0.6 -0.9 -0.70
O -1.1759 1.3097 -1.1900 2.7 -3.7 3.7 -0.06
N -2.2969 -3.9675 0.2035 0.4 0.1 0.1 0.02
N 1.6409 -2.7885 -3.3079 -0.4 0.4 0.1 0.17
N -1.5158 -1.9014 0.1795 1.7 1.3 -0.7 -0.48
C -0.6342 1.9516 -3.9269 -0.6 0.3 1.3 -1.05
C -2.8713 -1.8442 -0.0629 -1.0 -0.2 -0.2 0.63
C -5.0510 -1.0267 -0.4749 0.1 0.2 0.0 -0.74
C 2.0901 -4.1541 -3.3613 0.1 -0.5 0.0 -0.87
C -3.3796 -3.1600 -0.0636 -0.2 0.9 -0.1 0.71
C -4.7219 -3.4232 -0.3031 0.0 -0.1 0.0 -0.90
C -3.7179 -0.7556 -0.2452 0.1 -0.1 0.0 -0.71
C -1.2203 -3.1706 0.3411 0.4 -0.5 0.1 -0.58
C -5.5433 -2.3357 -0.5210 0.1 -0.1 0.0 -0.51
C 2.8790 -1.5688 2.1111 -0.1 0.1 -0.1 -1.04
C -1.7984 4.0914 -1.8807 0.4 -1.2 0.0 -1.09
C 0.4708 -2.4619 -2.7932 0.1 -1.0 0.0 0.22
C -3.5213 1.7237 -2.7979 1.4 0.3 0.6 -1.11
C 2.5869 -1.7617 -3.6793 0.2 0.5 -0.1 -0.87
C 1.8846 -1.1188 1.0879 0.4 -0.1 0.4 1.02
H -3.5951 0.6471 -2.8920 -0.1 -0.3 -0.1 0.29
H -0.6192 0.8933 -4.1577 0.0 -0.3 -0.1 0.21
H 2.8505 -0.9011 2.9678 0.0 0.0 0.0 0.33
H -5.7448 -0.2118 -0.6137 0.0 0.1 -0.1 0.41
H -5.1067 -4.4308 -0.3184 0.0 -0.1 0.0 0.40
H -6.5919 -2.4929 -0.7293 0.0 0.0 0.0 0.41
H 2.6040 -4.3374 -4.3038 -0.1 0.0 0.0 0.31
H 3.1864 -2.1024 -4.5226 -0.1 0.0 0.1 0.34
H 3.2442 -1.5226 -2.8404 0.0 0.0 0.0 0.28
H 0.3796 2.2824 -3.7331 0.3 0.1 -0.1 0.31
H 1.2422 -4.8301 -3.2827 0.0 0.0 0.0 0.31
H -1.0333 2.4979 -4.7709 -0.1 0.2 -0.2 0.44
H 2.7778 -4.3538 -2.5372 0.0 0.0 -0.1 0.33
H -4.1858 2.0619 -2.0118 -0.3 0.1 0.1 0.27
H -0.1652 -3.3273 -2.5548 0.0 0.1 0.1 0.34
H -0.8103 4.5262 -1.7720 0.2 0.1 0.0 0.32
H -0.2366 -3.5443 0.5601 0.2 0.0 -0.1 0.54
H -3.3188 0.2451 -0.2002 0.0 0.2 -0.1 0.63
H -3.8036 2.1933 -3.7306 -0.1 0.1 -0.2 0.49
H -2.3149 -4.9681 0.3250 0.1 0.1 0.0 0.22
H 3.8798 -1.5797 1.6852 0.0 0.0 -0.1 0.31
H -2.3288 4.2113 -0.9420 -0.1 0.1 0.2 0.32
H 2.6380 -2.5833 2.4187 0.0 -0.1 0.0 0.30
H -2.3335 4.6361 -2.6509 -0.1 0.0 -0.2 0.34
H 2.0378 -0.8651 -3.9606 0.1 0.0 0.0 0.28
```
Forces are in eV/Å.

Results
Molecular weight   531.7 Da
Net charge   +1
Total energy   -39331.947 eV
HOMO energy (alpha / beta)   -0.430 / -0.431 hartree
LUMO energy (alpha / beta)   -5.275 / -5.143 eV